Record 1
C25H43Cl2EuN6O4Si | ωB97M-V/def2-TZVPD

Properties
Expectation value of S²: 12.18
Energy above the lowest of the compared OMol25 structures with the same formula, charge and spin, kJ/mol: 397.1
Frontier orbital gap (spin up / spin down), eV: 2.991 / 6.206
HOMO (spin up / spin down), eV: -5.398 / -6.177

```
! wB97M-V def2-TZVPD RIJCOSX def2/J DEFGRID3
* xyz 0 7
C -1.7225 -0.5234 -4.4160
C -1.2322 -1.7251 -3.6410
H -1.5801 -0.6767 -5.4920
H -1.1599 0.3691 -4.0836
H -2.7869 -0.3299 -4.2044
C -0.6752 -2.7937 -4.2534
C -0.2926 -2.8680 -5.6922
H -0.3752 -3.6533 -3.6428
H 0.2394 -1.9870 -6.0698
H -1.1362 -3.0414 -6.3678
H 0.3844 -3.7179 -5.8104
Eu 0.8494 1.2562 1.3128
Cl 1.2567 3.9648 0.6129
C -0.0630 -1.8780 2.1856
O 0.8971 -1.1024 1.9008
N 0.0930 -2.9529 2.9720
C 1.4370 -3.3217 3.3939
C -1.0175 -3.7982 3.4008
H -1.0708 -1.6774 1.8036
H 2.0738 -2.4419 3.2872
H 1.8240 -4.1498 2.7857
H 1.4029 -3.6594 4.4335
H -1.9733 -3.2786 3.2599
H -0.8871 -4.0475 4.4650
H -1.0370 -4.7472 2.8430
H 0.2569 2.6370 6.5656
H -1.6843 4.4975 5.3385
C 0.8978 3.2303 5.9045
C -0.7435 4.8166 4.8623
N 0.1536 3.6775 4.7343
H 1.7630 2.6384 5.5950
C 0.2599 3.0149 3.6053
O 1.0789 2.0533 3.4817
H -0.9458 5.2177 3.8569
H -0.3875 3.3355 2.7515
H 1.2156 4.1232 6.4451
H -0.2315 5.5623 5.4826
H 1.4646 0.0986 -3.4241
H 2.2341 -2.7648 -3.1679
C 2.5090 0.1066 -3.0707
C 3.0885 -2.2780 -2.6751
N 2.7298 -0.9767 -2.1156
H 2.7279 1.0625 -2.5830
C 2.6717 -0.7656 -0.7876
O 2.5652 0.3561 -0.2355
H 3.4590 -2.9288 -1.8771
H 2.7255 -1.6957 -0.1969
H 3.1770 -0.0646 -3.9241
H 3.8693 -2.1477 -3.4351
O -0.2831 -0.6526 -2.3258
C -1.2750 -1.5327 -2.1269
C 0.2580 -3.2342 -0.9236
C -1.0242 -2.7547 -1.2098
H 1.1211 -2.6287 -1.2247
C 0.4423 -4.4775 -0.2891
H -2.2290 -1.0410 -1.8400
C -2.1194 -3.4129 -0.6571
H 1.4473 -4.8883 -0.1759
C -0.6768 -5.1901 0.1428
C -1.9640 -4.6417 -0.0089
H -3.1076 -2.9830 -0.8000
H -0.5640 -6.1723 0.6278
H -2.8478 -5.1882 0.3520
Si -0.0446 4.0943 -1.2942
Cl -0.2766 1.8041 -1.1487
C 1.5481 4.9242 -2.0426
C -1.4614 4.8288 -0.2624
C -0.9594 4.2505 -3.0122
H 2.4045 4.2438 -1.9941
H 1.8540 5.8452 -1.5322
H 1.4196 5.1940 -3.0962
H -0.3465 3.7742 -3.7885
H -1.1107 5.3102 -3.2883
H -1.9474 3.7572 -2.9690
H -1.9013 4.1471 0.4797
H -2.2678 5.0976 -0.9646
H -1.2046 5.7528 0.2826
N -1.5191 0.7520 1.6906
C -2.0943 0.7820 2.7171
N -2.8014 0.7733 3.7927
C -2.4859 1.4413 4.8782
N -2.2860 2.0003 5.8971
*
```

Record 2
C17H20BNO | ωB97M-V/def2-TZVPD

Properties
Energy above the lowest of the compared OMol25 structures with the same formula, charge and spin, kJ/mol: 432.2
Frontier orbital gap, eV: 7.471
HOMO, eV: -8.252

```
! wB97M-V def2-TZVPD RIJCOSX def2/J DEFGRID3
* xyz 0 1
C -7.9615 -2.9835 5.5862
O -7.2054 -2.5965 4.4123
C -6.5503 -1.4023 4.3733
C -6.6264 -0.4367 5.4121
C -6.0244 0.8088 5.2160
C -5.3934 1.1662 4.0014
C -4.8193 2.5320 3.7924
C -4.1400 3.1183 4.9485
C -3.3722 4.3456 4.7960
C -2.9895 5.0439 3.6670
C -2.1835 6.1769 3.8718
C -1.7602 6.6064 5.1603
C -2.0738 5.8332 6.2816
C -2.7883 4.6692 6.0666
N -3.2093 3.6834 6.9773
C -2.9185 3.7175 8.4051
C -3.9722 2.7454 6.3154
C -5.3312 0.1799 2.9785
C -5.9283 -1.0633 3.1360
H -8.3698 -3.9687 5.3373
H -7.3291 -3.0544 6.4832
H -8.7712 -2.2629 5.7520
H -7.1254 -0.6863 6.3607
H -5.9780 1.4829 6.0764
H -4.1150 2.5821 2.8584
H -3.4201 4.7716 2.6807
H -1.9479 6.8158 3.0283
H -1.0989 7.4728 5.2616
H -1.7267 6.1012 7.2909
H -2.3447 4.6270 8.6151
H -3.8302 3.7464 9.0302
H -2.3167 2.8391 8.6861
H -4.2799 1.8411 6.8485
H -4.7352 0.3730 2.0782
H -5.8822 -1.8269 2.3528
H -5.8460 3.2531 3.1192
B -6.6416 3.9464 2.2680
H -6.9587 5.1237 2.6184
H -6.2251 4.1332 1.0964
H -7.7907 3.4530 2.0454
*
```

Record 3
C36H37Br6N5O10 | ωB97M-V/def2-TZVPD

Properties
Energy above the lowest of the compared OMol25 structures with the same formula, charge and spin, kJ/mol: 163.3
Frontier orbital gap, eV: 8.740
HOMO, eV: -9.926
SMILES: O=[N+]([O-])c1ccccc1.O=[N+]([O-])c1ccccc1.O=[N+]([O-])c1ccccc1.O=[N+]([O-])c1ccccc1.O=[N+]([O-])c1ccccc1.BrCCBr.BrCCBr.BrCCBr

```
! wB97M-V def2-TZVPD RIJCOSX def2/J DEFGRID3
* xyz 0 1
Br -0.1718 3.4782 -5.4104
C 1.7701 3.2629 -5.5477
C 2.5623 4.4127 -4.8748
Br 2.4511 6.0561 -5.9306
H 1.9918 2.9366 -6.5638
H 2.0099 2.3443 -5.0121
H 3.6052 4.1060 -4.9547
H 2.3178 4.6210 -3.8332
Br 2.4962 -2.0582 2.9328
C 2.3591 -0.2969 2.1024
C 2.5106 0.9054 3.0132
Br 2.5599 2.5027 1.8489
H 1.3642 -0.2383 1.6612
H 2.9900 -0.3477 1.2150
H 3.4125 0.8456 3.6224
H 1.6387 1.0346 3.6544
Br 1.2343 0.4543 -3.1219
C 0.1486 0.7294 -1.4156
C -1.0807 1.6745 -1.7093
Br -2.0212 1.8228 0.0137
H 0.7373 1.2405 -0.6538
H -0.1274 -0.2802 -1.1114
H -1.7892 1.1840 -2.3767
H -0.5753 2.5645 -2.0843
C -1.2613 -4.6591 -1.6000
C -0.6552 -3.4626 -1.8739
C 0.7241 -3.3151 -1.8354
C 1.5466 -4.4411 -1.5342
C 0.8738 -5.6614 -1.1873
C -0.5396 -5.7624 -1.1651
N 3.0312 -4.3620 -1.5469
O 3.6718 -5.3499 -1.1863
O 3.5418 -3.3087 -1.8986
H -2.3173 -4.8018 -1.7758
H -1.2832 -2.6059 -2.0693
H 1.1943 -2.3868 -2.1246
H 1.5836 -6.4442 -0.9641
H -1.0804 -6.6766 -0.9701
C -1.4135 -0.3665 5.4271
C -0.6822 -1.5561 5.5477
C -0.5121 -2.3378 4.4094
C -0.9546 -1.9339 3.1301
C -1.6205 -0.6765 3.0273
C -1.8344 0.0773 4.1437
N -0.6559 -2.7440 1.9496
O -1.0654 -2.4110 0.8184
O -0.1647 -3.8651 2.1403
H -1.7375 0.2098 6.2812
H -0.4387 -1.9625 6.5183
H 0.0166 -3.2793 4.4330
H -1.8086 -0.2531 2.0517
H -2.2739 1.0638 4.1409
C 5.1193 -0.6216 -1.3346
C 6.2762 0.1054 -1.1485
C 6.8334 0.9501 -2.1377
C 6.2935 1.0283 -3.4186
C 5.0517 0.3321 -3.6053
C 4.5396 -0.4665 -2.5919
N 6.9863 1.7882 -4.4423
O 6.5205 1.8441 -5.5947
O 8.1319 2.2118 -4.2189
H 4.7860 -1.3838 -0.6458
H 6.8682 0.0110 -0.2502
H 7.7647 1.4290 -1.8736
H 4.6495 0.2069 -4.5998
H 3.6754 -1.0505 -2.8719
C -3.7711 3.4411 2.4737
C -2.8128 4.3969 2.4332
C -2.5168 5.0671 3.6425
C -3.2577 4.7739 4.8045
C -4.2575 3.7377 4.7905
C -4.4175 3.0094 3.6209
N -3.1767 5.5466 6.0621
O -3.0047 6.7744 6.0136
O -3.1928 4.8910 7.0885
H -3.9973 2.8377 1.6071
H -2.3817 4.7425 1.5053
H -1.8267 5.8978 3.6291
H -4.9198 3.5420 5.6208
H -5.0995 2.1785 3.5170
C -4.1071 -1.0833 -2.8052
C -4.2072 -2.4642 -2.7625
C -4.4258 -3.0792 -1.5220
C -4.6163 -2.3163 -0.3870
C -4.5324 -0.9214 -0.4565
C -4.2504 -0.2868 -1.6856
N -4.6919 -2.9630 0.9453
O -4.0736 -4.0091 1.1778
O -5.3232 -2.3794 1.7757
H -3.8274 -0.6001 -3.7297
H -3.9805 -3.0837 -3.6176
H -4.4147 -4.1563 -1.4434
H -4.6082 -0.3380 0.4491
H -4.0837 0.7774 -1.7642
*
```

energy above the lowest of the compared OMol25 structures with the same formula, charge and spin of number 2 (C17H20BNO)? 432.2 kJ/mol